# 1
# C2H9N5O

A cluster of 2 separate species, C2H9N5O in total (ωB97M-V with the def2-TZVPD basis set, the OMol25 dataset).

```
17
Properties=species:S:1:pos:R:3:forces:R:3:mulliken_charge:R:1
N 1.1659 1.0148 -1.3588 -0.63 -1.44 0.36 -0.82
C 0.7099 1.1046 -0.1456 0.44 4.02 -2.23 0.43
N 1.5729 0.9987 0.8988 0.83 -1.27 1.14 -0.59
N -0.3966 1.8747 0.1425 0.13 -0.46 0.35 -0.36
H 0.4238 1.2909 -2.0074 0.36 0.12 0.06 0.21
H 1.1975 0.4631 1.6715 0.08 0.07 0.11 0.30
H 2.4501 0.6006 0.5809 -0.11 0.03 0.11 0.29
H -0.6013 2.0214 1.1240 -0.45 -0.03 -0.58 0.22
H -1.0918 1.9769 -0.5878 -0.03 -0.19 0.78 0.23
N -0.4214 -1.6151 1.1393 0.55 0.29 0.67 -0.46
C -0.9446 -1.0265 0.0145 -4.60 -1.05 0.45 0.71
N -0.4437 -1.5508 -1.1444 0.87 0.11 -1.15 -0.57
O -2.0321 -0.4061 0.0663 2.27 -0.73 -0.12 -0.66
H -1.0744 -1.6201 1.9128 0.21 0.19 -0.11 0.24
H 0.0282 -2.5058 0.9778 0.00 0.22 0.01 0.24
H 0.5042 -1.2437 -1.3452 0.03 -0.19 -0.05 0.36
H -1.0467 -1.3776 -1.9392 0.06 0.31 0.19 0.26
```
Positions in Å, forces in eV/Å.

Values from the calculation:
**Max |F|**: 0.0923 Eh/bohr
**Lowest unoccupied orbital energy**: 0.72 eV
**E_HOMO**: -8.71 eV
**SMILES string**: N=C(N)N.NC(N)=O
**ΔE to the lowest compared entry with this formula, charge and spin**: 95.2 kJ/mol
**Molar mass**: 119.13 g/mol



# 2
# C3H5I3N

A structure of composition C3H5I3N (ωB97M-V with the def2-TZVPD basis set, the OMol25 dataset).

```
12
Properties=species:S:1:pos:R:3:forces:R:3:mulliken_charge:R:1
C 0.5148 -1.1628 -0.3421 -0.78 4.93 0.10 -0.28
C 1.8091 -0.9744 -0.1038 -0.75 0.64 0.28 -0.10
C -0.6814 0.4161 -0.5263 3.23 -1.15 -1.77 -0.96
N -1.0986 0.9789 0.8033 -1.19 -1.16 0.32 -0.26
I 2.9727 -2.6853 0.0539 0.21 0.18 -0.06 0.22
I 2.6500 0.9643 0.2682 -0.34 -0.96 -0.10 0.14
I -2.4251 0.0087 -1.7917 1.03 0.14 0.99 0.22
H 0.0881 -2.0583 -0.6507 -1.09 -1.31 -0.32 0.43
H -0.0486 1.2177 -1.0734 -1.09 -1.53 1.01 0.49
H -1.6493 0.1880 1.2181 0.66 0.98 0.33 0.40
H -1.7572 1.7548 0.7055 -0.18 0.00 -0.38 0.37
H -0.3746 1.3522 1.4391 0.30 -0.77 -0.40 0.33
```
Positions in Å, forces in eV/Å.

Values from the calculation:
**Max |F|**: 0.0970 Eh/bohr
**Lowest unoccupied orbital energy**: -4.09 eV
**E_HOMO**: -12.79 eV
**ΔE to the lowest compared entry with this formula, charge and spin**: 88.3 kJ/mol
**Total charge**: +1
**Molar mass**: 435.79 g/mol



# 3
# C2H4ClO2S

The ion C2H4ClO2S with charge -1 (ωB97M-V with the def2-TZVPD basis set, the OMol25 dataset).

```
10
Properties=species:S:1:pos:R:3:forces:R:3:mulliken_charge:R:1
C 0.0323 -1.1661 -0.0713 0.24 -2.13 1.46 -1.11
C 0.5891 0.1328 0.1173 0.77 1.68 1.49 0.11
O -1.8612 1.0170 0.5554 -1.98 -1.26 0.51 -0.54
O 0.6183 0.6986 1.4229 -0.37 -0.96 2.86 -0.49
S -0.5101 1.4720 0.4472 2.45 1.57 -0.42 0.34
Cl -0.1506 2.0461 -1.8468 -0.12 0.92 -2.40 -0.70
H 0.3778 -1.9164 0.7133 -0.53 0.85 -0.89 0.23
H 0.3318 -1.4758 -1.0271 0.43 -0.83 -1.42 0.30
H -1.0086 -1.0379 -0.0916 -1.77 -0.49 0.28 0.33
H 1.5812 0.2298 -0.2195 0.87 0.65 -1.47 0.53
```
Positions in Å, forces in eV/Å.

Values from the calculation:
**Max |F|**: 0.0590 Eh/bohr
**Lowest unoccupied orbital energy**: 4.03 eV
**E_HOMO**: -3.79 eV
**ΔE to the lowest compared entry with this formula, charge and spin**: 82.1 kJ/mol
**Total charge**: -1
**Molar mass**: 127.57 g/mol



# 4
# C20H40EuNP3SSe

A structure of composition C20H40EuNP3SSe (ωB97M-V with the def2-TZVPD basis set, the OMol25 dataset).

```
67
Properties=species:S:1:pos:R:3:forces:R:3:mulliken_spin:R:1
Eu -0.0710 -1.1695 0.2984 -0.64 0.73 0.33 2.00
P 0.2301 1.6817 2.3376 0.15 1.86 0.86 0.35
P -2.6054 0.6138 0.9185 -1.16 0.42 -0.72 0.18
P 2.7243 0.1807 0.8673 0.56 0.29 -0.35 0.21
H -1.4113 -3.3492 -5.9460 0.55 -0.87 0.29 0.00
C -0.6030 -4.0457 -5.6041 -0.72 0.15 0.12 0.00
C -0.6553 -4.5378 -4.3447 0.42 -0.08 -1.02 0.00
H -1.4774 -4.3511 -3.6380 0.26 0.23 -0.60 0.00
C 0.3140 3.3221 1.5079 0.02 -0.56 -0.73 0.08
C -1.1222 1.9593 3.5412 -0.18 -0.55 -0.08 0.08
C 1.6666 1.8369 3.4596 0.15 -0.55 -0.11 0.05
C -3.2691 -0.3621 -0.4930 0.24 -0.27 0.04 0.05
C -3.9655 0.4214 2.1381 0.47 -0.31 0.42 0.04
C -2.9636 2.3165 0.3012 0.59 0.07 -0.10 0.04
C 2.6986 -1.0478 -0.5055 -0.21 -0.13 -0.06 0.00
C 4.0751 -0.4776 1.9191 -0.48 -0.17 0.29 0.03
C 3.5643 1.5920 0.0393 -0.45 -0.03 -0.02 0.03
H 0.1327 -4.2324 -6.4312 -0.47 -0.16 1.38 0.00
H 0.0969 -5.2238 -3.9423 -0.14 0.19 -0.38 0.00
H 0.4414 4.1015 2.2719 -0.03 -0.28 -0.09 0.02
H -0.5915 3.5082 0.9234 0.18 0.06 0.16 -0.01
H 1.1576 3.3250 0.8074 -0.11 0.16 0.21 -0.01
H -0.8132 2.7543 4.2328 -0.02 -0.18 -0.16 0.02
H -1.3014 1.0318 4.0987 -0.07 0.24 0.04 0.00
H -2.0517 2.2502 3.0410 0.31 0.01 0.15 -0.01
H 1.5435 2.7668 4.0298 0.05 -0.24 -0.08 0.01
H 2.6086 1.8595 2.8983 -0.27 0.15 0.24 0.00
H 1.6875 0.9803 4.1420 0.10 0.25 0.03 0.00
H -4.3631 -0.2534 -0.5089 0.29 0.00 -0.09 0.01
H -3.0125 -1.4278 -0.3831 -0.28 0.25 -0.12 0.00
H -2.8230 -0.0069 -1.4335 -0.29 -0.09 0.25 -0.02
H -4.8955 0.8320 1.7142 0.35 -0.21 0.11 0.01
H -3.7192 0.9405 3.0725 -0.24 -0.13 -0.22 0.00
H -4.0834 -0.6469 2.3668 -0.16 0.28 -0.04 -0.01
H -4.0356 2.4037 0.0685 0.33 -0.06 0.17 0.00
H -2.3817 2.5036 -0.6174 -0.44 0.01 0.38 -0.01
H -2.6656 3.0725 1.0370 -0.33 -0.10 -0.14 0.00
H 3.7411 -1.3381 -0.6788 -0.27 -0.17 -0.26 0.01
H 2.2687 -0.6142 -1.4225 0.20 -0.07 0.11 -0.01
H 2.1523 -1.9848 -0.2643 0.57 -0.03 -0.07 0.01
H 4.9652 -0.6425 1.2940 -0.23 0.04 0.25 0.01
H 3.7479 -1.4241 2.3734 0.27 0.17 -0.13 0.00
H 4.3039 0.2306 2.7267 0.04 -0.18 -0.26 0.00
H 4.5342 1.2422 -0.3522 -0.35 0.23 0.11 0.00
H 3.7188 2.4081 0.7600 0.07 -0.24 -0.23 0.00
H 2.9201 1.9618 -0.7741 0.34 -0.07 0.19 0.00
C 0.0504 0.7928 -3.0917 0.29 -0.29 0.10 0.10
C -0.4312 -0.5024 -3.3681 0.22 -0.23 -0.37 0.04
C -0.2832 -1.0369 -4.6325 -0.42 -0.38 0.68 0.00
C 0.3896 -0.3396 -5.6449 -0.06 -0.15 0.36 0.18
C 0.8720 0.9485 -5.3783 -0.04 -0.05 0.16 -0.02
C 0.7284 1.5034 -4.1089 -0.02 0.25 -0.77 0.09
Se -0.2103 1.4527 -1.3842 0.80 -0.20 -0.14 0.53
H -1.2831 -2.4953 -0.7320 0.74 0.29 0.50 0.03
H -0.8824 -1.0737 -2.5530 -0.19 -0.05 -0.44 0.01
H -0.6871 -2.0323 -4.7932 0.32 0.38 -0.09 0.00
H 0.5715 -0.8450 -6.5996 -0.17 0.42 0.27 0.00
H 1.3460 1.4735 -6.2011 0.13 0.20 0.36 0.00
H 1.1360 2.4849 -3.9065 -0.09 0.06 0.00 0.00
S -1.7842 -2.0746 4.2340 -0.50 0.19 2.37 0.23
C -0.2032 -1.7954 4.9688 -2.23 -0.33 1.23 0.47
C 0.7675 -1.6686 4.0021 0.02 -0.68 -5.17 0.31
N 0.2874 -1.8817 2.7098 4.19 1.35 1.13 0.12
C -1.0264 -2.1539 2.6819 -1.50 -0.20 -0.70 0.69
H -0.0477 -1.7372 6.0407 -0.19 -0.06 -0.13 0.01
H 1.8275 -1.4432 4.1121 -0.31 -0.09 0.22 0.02
H -1.5498 -2.5373 1.7974 0.09 -0.46 0.37 0.03
```
Positions in Å, forces in eV/Å.

Values from the calculation:
**Max |F|**: 0.1015 Eh/bohr
**Lowest unoccupied orbital energy (alpha / beta)**: -9.05 / -12.51 eV
**E_HOMO (alpha / beta)**: -15.08 / -15.99 eV
**Spin multiplicity**: 7
**Total charge**: +3
**Molar mass**: 650.46 g/mol